Entry 1:
The following is a DFT calculation (wB97M-V/def2-TZVPD) of the molecule C3H4N2O2.

Structure (XYZ):
```
11
C3H4N2O2 (wB97M-V/def2-TZVPD)
C 1.096 -0.509 0.001
C 0.638 0.955 0.008
C -1.235 -0.466 0.002
H 1.043 1.484 -0.865
H 1.020 1.428 0.911
H -1.455 1.594 0.001
H -0.106 -2.262 -0.034
N -0.798 0.826 -0.022
N -0.066 -1.258 0.002
O 2.231 -0.912 -0.007
O -2.368 -0.880 0.002
```

Computed properties:
SMILES = O=C1CNC(=O)N1
Electronic energy = -376.76380 Ha
HOMO = -10.391 eV
LUMO = 0.67 eV
HOMO-LUMO gap = 11.1 eV

Here is what Mulliken gives for the atomic charges, in e: C 0.340; C -0.217; C 0.270; H 0.252; H 0.241; H 0.181; H 0.192; N -0.083; N -0.010; O -0.581; O -0.586


Entry 2:
The following is a DFT calculation (wB97M-V/def2-TZVPD) of a structure of composition C17H49O19Tl in a non-equilibrium geometry.

Structure (XYZ):
```
86
C17H49O19Tl (wB97M-V/def2-TZVPD)
Tl 1.842 5.060 -2.490
O -0.187 0.367 1.627
C -0.505 0.747 0.408
O -0.108 1.837 -0.070
O -1.114 -0.063 -0.244
H -0.731 -0.422 1.558
C -0.301 3.236 -6.771
C -1.096 2.330 -5.840
O -0.329 2.058 -4.691
O 0.105 4.545 -6.257
H -0.866 3.580 -7.637
H 0.568 2.684 -7.130
H -1.347 1.457 -6.443
H -2.033 2.833 -5.601
H -0.945 1.631 -4.092
H 0.293 5.130 -6.995
C 1.053 -3.638 -1.829
C 0.427 -4.986 -1.621
O -0.821 -4.870 -0.977
O 0.433 -2.772 -2.775
H 2.114 -3.695 -2.072
H 1.221 -3.127 -0.880
H 1.086 -5.571 -0.979
H 0.280 -5.567 -2.531
H -1.398 -4.364 -1.553
H 0.108 -2.023 -2.270
C -3.049 -3.599 3.499
C -3.044 -3.338 5.039
O -2.547 -2.061 5.414
O -1.751 -3.890 3.052
H -3.388 -2.753 2.902
H -3.648 -4.482 3.279
H -2.488 -4.113 5.566
H -4.047 -3.330 5.465
H -3.321 -1.499 5.499
H -1.801 -4.175 2.136
C 2.735 -5.190 3.989
C 2.546 -5.363 5.510
O 3.188 -4.340 6.276
O 2.169 -3.977 3.552
H 2.447 -6.066 3.408
H 3.785 -5.045 3.735
H 2.858 -6.345 5.864
H 1.482 -5.232 5.711
H 2.719 -3.519 6.112
H 1.229 -4.171 3.565
C 4.752 0.348 2.991
C 3.961 0.912 4.204
O 2.860 1.769 3.759
O 3.920 -0.342 2.054
H 5.484 -0.381 3.338
H 5.153 1.275 2.581
H 4.766 1.394 4.758
H 3.488 0.160 4.836
H 2.102 1.209 3.580
H 3.456 -1.035 2.529
C 5.727 5.383 0.602
C 4.688 5.653 1.726
O 3.489 5.028 1.358
O 5.350 5.823 -0.691
H 5.922 4.310 0.574
H 6.738 5.706 0.851
H 4.554 6.731 1.812
H 5.090 5.373 2.700
H 3.330 4.234 1.874
H 5.958 6.451 -1.087
C -5.237 -2.663 -4.600
C -3.804 -2.551 -4.082
O -3.798 -2.710 -2.667
O -5.716 -4.008 -4.596
H -5.482 -2.313 -5.603
H -5.974 -2.154 -3.979
H -3.350 -1.577 -4.263
H -3.137 -3.358 -4.386
H -3.363 -1.946 -2.280
H -5.313 -4.407 -3.821
C -4.062 5.178 -0.657
C -3.953 5.104 -2.209
O -2.699 5.497 -2.667
O -4.128 6.510 -0.262
H -3.184 4.719 -0.204
H -4.844 4.593 -0.172
H -4.815 5.515 -2.735
H -3.932 4.042 -2.451
H -2.832 5.814 -3.563
H -4.988 6.805 -0.570
```

Computed properties:
Total charge = +2
Electronic energy = -2278.13840 Ha
HOMO = -13.757 eV
LUMO = -12.10 eV
HOMO-LUMO gap = 1.7 eV

Here is what Mulliken gives for the atomic charges, in e: Tl 0.982; O -0.286; C 0.805; O -0.438; O -0.395; H 0.263; C -0.611; C -0.223; O -0.468; O -0.534; H 0.373; H 0.299; H 0.300; H 0.282; H 0.271; H 0.316; C -0.422; C -0.331; O -0.441; O -0.437; H 0.371; H 0.240; H 0.325; H 0.291; H 0.299; H 0.315; C -0.193; C -0.591; O -0.493; O -0.454; H 0.248; H 0.325; H 0.264; H 0.380; H 0.318; H 0.276; C -0.385; C -0.301; O -0.456; O -0.381; H 0.324; H 0.255; H 0.352; H 0.244; H 0.316; H 0.253; C -0.262; C -0.448; O -0.431; O -0.415; H 0.337; H 0.242; H 0.326; H 0.327; H 0.291; H 0.279; C -0.352; C -0.356; O -0.487; O -0.510; H 0.169; H 0.387; H 0.242; H 0.319; H 0.283; H 0.314; C -0.286; C -0.359; O -0.463; O -0.472; H 0.333; H 0.241; H 0.312; H 0.250; H 0.265; H 0.318; C -0.566; C -0.251; O -0.458; O -0.464; H 0.251; H 0.345; H 0.421; H 0.232; H 0.313; H 0.334


Entry 3:
The following is a DFT calculation (wB97M-V/def2-TZVPD) of a cluster of 2 separate species, C7H11O6 in total in a non-equilibrium geometry.

Structure (XYZ):
```
24
C7H11O6 (wB97M-V/def2-TZVPD)
C 0.072 1.572 -0.206
C -0.936 0.461 -0.142
C 1.459 0.991 -0.800
C 1.106 -0.921 0.875
C -0.342 -0.684 0.742
C 1.934 0.219 0.362
C -2.780 -3.026 -0.650
O 0.463 2.176 1.013
O -1.226 0.140 -1.497
O 2.398 2.007 -1.089
O 2.960 0.702 0.990
O -2.618 -1.913 -0.273
O 0.323 -1.654 0.009
H -0.062 2.407 -0.975
H -1.911 0.849 0.344
H 1.090 0.520 -1.651
H 1.489 -1.471 1.773
H -3.867 -3.433 -0.744
H -2.071 -3.478 -1.250
H -0.273 2.588 1.576
H -2.116 0.158 -1.678
H 2.661 2.482 -0.267
H 3.096 0.244 1.949
H -0.848 -0.935 1.590
```

Computed properties:
Total charge = +1
Electronic energy = -724.35671 Ha
HOMO = -13.209 eV
LUMO = -4.99 eV
HOMO-LUMO gap = 8.2 eV

Here is what Mulliken gives for the atomic charges, in e: C -0.118; C -0.090; C -0.734; C -0.044; C -0.316; C 0.613; C -0.150; O -0.521; O -0.524; O -0.567; O -0.429; O -0.388; O -0.385; H 0.378; H 0.504; H 0.665; H 0.332; H 0.233; H 0.279; H 0.365; H 0.343; H 0.388; H 0.468; H 0.698